# 1
# C16H9F5N4OOsS2Se

A structure of composition C16H9F5N4OOsS2Se (ωB97M-V/def2-TZVPD, OMol25).

```
39
Properties=species:S:1:pos:R:3:forces:R:3
Os -0.64691 0.41520 -1.01637 -0.5 0.7 0.5
Se 4.66303 -2.15534 3.71480 -0.1 0.0 0.0
N 4.57524 -1.97677 1.95484 0.0 0.0 0.0
C 3.36596 -1.56667 1.66878 0.1 0.0 0.0
C 2.90812 -1.32549 0.30885 -0.2 0.1 -0.1
C 3.64900 -1.60998 -0.84395 0.0 0.0 0.0
C 3.08536 -1.38784 -2.08490 0.0 0.0 0.0
C 1.80781 -0.85263 -2.17391 0.1 0.0 0.0
N 1.10175 -0.55604 -1.07647 0.0 -0.2 -0.4
C 1.62615 -0.81663 0.15147 0.1 0.0 0.1
C 0.74327 -0.60875 1.28417 0.0 -0.2 -0.1
N -0.50304 -0.17871 0.96552 0.1 0.0 -0.3
C -1.44317 -0.12205 1.91443 0.1 0.2 0.1
C -1.15108 -0.45743 3.23120 -0.1 0.0 -0.1
C 0.13056 -0.84326 3.57363 0.0 0.0 0.0
C 1.11466 -0.93368 2.57934 -0.1 0.1 -0.2
C 2.48280 -1.38057 2.78639 0.1 0.0 0.1
N 2.98525 -1.64433 3.96550 0.0 0.0 0.0
H 4.64852 -2.01445 -0.74789 0.0 0.0 0.0
H 3.61998 -1.61891 -2.99473 0.0 0.0 0.0
H 1.33272 -0.64691 -3.12360 0.0 0.0 0.0
H -2.42799 0.20490 1.60778 0.0 0.0 0.0
H -1.93775 -0.41035 3.97026 0.0 0.0 0.0
H 0.38315 -1.10032 4.59455 0.0 0.0 0.0
F -3.28656 0.26689 -0.84577 0.0 0.0 0.0
C -2.43026 -0.37254 -1.69206 0.6 0.0 -0.6
F -2.71844 -0.00539 -2.94310 -0.1 -0.1 0.1
C -2.55163 -1.91347 -1.59336 -0.2 0.0 0.3
F -2.65797 -2.25836 -0.30644 0.1 0.0 0.1
F -1.44007 -2.46388 -2.08698 0.0 0.0 -0.1
F -3.59531 -2.34798 -2.26004 0.0 0.0 0.0
C -3.20714 4.65994 -1.53286 0.1 -0.1 -0.1
O -2.39767 3.53935 -2.03204 -0.2 0.0 -0.1
C -1.17999 3.44143 -1.63958 0.3 0.2 0.1
S -0.24539 4.25528 -0.59942 -0.3 0.0 0.0
S -0.22558 2.08461 -2.37535 0.1 -0.8 0.5
H -4.22778 4.38424 -1.76834 0.0 0.0 0.0
H -2.90017 5.55275 -2.07172 0.0 0.0 0.1
H -3.04942 4.76416 -0.46262 0.0 0.0 0.0
```
Forces are in eV/Å.

The calculation puts the molar mass at 701.59 g mol⁻¹. For the calculated total energy, the calculation gives -4696.5700 Ha. The calculation puts the HOMO-LUMO gap (spin up / spin down) at 5.588 / 5.926 eV. Its spin multiplicity is 1. Its max |F| is 1.06 eV Å⁻¹. As for the net charge: +2.

# 2
# C8H4F2O3

An isolated molecule of C8H4F2O3 (ωB97M-V/def2-TZVPD, OMol25).

```
17
Properties=species:S:1:pos:R:3:forces:R:3
O 1.20556 0.77548 -3.19676 0.5 -0.1 0.1
F 1.82215 -1.36747 2.58984 0.6 0.1 -0.4
F 1.82284 0.70099 3.13136 -0.9 -0.4 -1.1
O -0.10887 -0.37502 2.38473 1.5 1.0 -1.0
O 1.64647 0.16253 0.89364 0.8 -0.1 2.6
C 1.38855 0.65203 -1.99999 -0.2 0.8 -2.3
C -2.05482 -0.21388 -0.81615 1.5 0.1 0.2
C -1.79390 -0.47847 0.54727 -0.6 0.0 0.6
C -0.99699 0.18890 -1.66125 -1.9 -0.6 0.5
C -0.53871 -0.29916 1.07821 0.0 0.5 -2.0
C 0.50624 0.06123 0.20294 -2.3 -0.2 0.1
C 0.29024 0.32368 -1.14925 -0.2 -0.7 1.7
C 1.30113 -0.18199 2.25704 -0.1 -0.7 0.3
H 2.35946 0.86334 -1.59348 0.8 -0.1 0.6
H -3.06381 -0.35466 -1.17544 0.1 0.1 -0.1
H -2.57731 -0.80144 1.23184 0.0 0.1 -0.3
H -1.20823 0.34392 -2.72454 0.4 0.1 0.5
```
Forces are in eV/Å.

The calculation puts the molar mass at 186.11 g mol⁻¹. The SMILES is O=Cc1cccc2c1OC(F)(F)O2. For the calculated total energy, the calculation gives -732.6956 Ha. The calculation puts the HOMO-LUMO gap at 9.092 eV. Its spin multiplicity is 1. Its max |F| is 2.70 eV Å⁻¹.

# 3
# C3H12NO3

A structure of composition C3H12NO3 (ωB97M-V/def2-TZVPD, OMol25).

```
19
Properties=species:S:1:pos:R:3:forces:R:3
C 0.29523 1.84910 -0.91273 -0.8 1.7 1.7
N -0.77743 1.08422 -0.26800 1.6 -0.9 -1.7
C -0.43173 0.49627 0.99997 -2.6 2.1 2.0
C -1.42157 -0.60082 1.33905 0.3 -1.8 -2.0
O -1.50905 -1.52273 0.24816 -0.7 -0.4 -0.7
H 1.27325 1.52419 -1.30948 -0.6 -1.5 -0.9
H 0.77635 2.37103 -0.06655 -0.7 0.8 -0.1
H -0.25195 2.56414 -1.55675 1.0 -0.2 0.0
H -1.19772 0.39892 -0.88495 0.1 -0.1 0.0
H -0.84570 1.30418 1.67481 1.4 -0.5 0.3
H 0.61957 0.34523 1.24976 0.1 -0.4 -0.3
H -2.45373 -0.21145 1.38037 0.6 0.2 0.5
H -1.17803 -1.23170 2.19358 0.1 0.7 0.6
H 0.84193 -2.50269 -1.73881 0.0 -0.1 0.1
H -0.69011 -1.71289 -0.28581 -0.3 0.3 1.1
O 0.73810 -2.12774 -0.85596 1.8 1.3 -0.2
H 2.16486 -0.18711 0.22331 0.4 0.1 0.0
H 1.51633 -1.30972 -0.81135 -2.1 -2.0 -0.8
O 2.53141 -0.53045 -0.61862 0.4 0.7 0.4
```
Forces are in eV/Å.

The calculation puts the molar mass at 110.13 g mol⁻¹. For the calculated total energy, the calculation gives -401.7963 Ha. The calculation puts the HOMO-LUMO gap (spin up / spin down) at 9.675 / 4.823 eV. As for the expectation value of S²: 0.756. Its spin multiplicity is 2. Its max |F| is 3.92 eV Å⁻¹.